Record 1
Molecular formula: CH3N2O2
Method: DFT, ωB97M-V/def2-TZVPD

XYZ file:
```
8
Properties=species:S:1:pos:R:3:lowdin_charge:R:1
C 1.10 0.18 -0.02 -0.39
N -0.07 0.88 0.28 -0.08
N -1.47 -0.15 0.08 -0.44
O -1.36 -1.38 0.08 -0.08
O -2.50 0.51 -0.02 -0.10
H 1.12 -0.71 0.50 0.00
H 1.24 -0.02 -1.20 0.08
H 1.94 0.68 0.31 0.02
```

The gap between HOMO and LUMO (spin up / spin down) is 0.2657 / 0.2656 Eh. The HOMO energy (spin up / spin down) is -2.5 / -2.5 eV. Its spin multiplicity is 1. For the energy above the lowest of the compared OMol25 structures with the same formula, charge and spin, the calculation gives 115.23 kcal/mol. As for the SMILES: CN=[N+]([O-])[O-]. The total energy is -8156.52040 eV. As for the total charge: -1.

---

Record 2
Molecular formula: C7H16Br4FNO4S
Method: DFT, ωB97M-V/def2-TZVPD

XYZ file:
```
34
Properties=species:S:1:pos:R:3:lowdin_charge:R:1
C -0.30 -0.46 0.97 -0.06
C -0.49 -1.46 2.14 -0.38
O -1.84 -1.30 2.61 -0.05
C 0.41 -1.20 3.39 -0.12
N 1.87 -1.39 3.21 -0.24
O 2.17 -2.53 2.50 -0.02
S 2.68 0.01 2.62 0.76
O 4.05 0.09 3.17 -0.27
O 1.96 1.26 2.90 -0.28
F 2.82 -0.09 0.98 -0.26
H -1.26 -0.30 0.44 0.08
H 0.45 -0.83 0.24 -0.02
H 0.02 0.54 1.33 0.08
H -0.41 -2.50 1.76 0.15
H -2.33 -2.10 2.44 0.09
H 0.10 -1.95 4.15 0.14
H 0.13 -0.22 3.81 0.13
H 2.07 -2.39 1.54 0.08
Br 1.17 -1.52 -5.04 0.61
C 0.33 -0.65 -3.51 -0.74
C 1.36 -0.13 -2.54 -0.68
Br 2.12 -1.58 -1.47 0.71
H -0.35 -1.37 -3.07 0.04
H -0.24 0.18 -3.93 0.00
H 0.91 0.54 -1.82 -0.02
H 2.20 0.37 -3.02 0.06
Br -0.25 3.00 -1.84 0.68
C -2.14 3.30 -2.19 -0.67
C -2.98 2.16 -1.67 -0.67
Br -2.87 0.60 -2.84 0.67
H -2.25 3.45 -3.26 0.05
H -2.39 4.22 -1.67 0.06
H -4.03 2.43 -1.66 0.06
H -2.68 1.83 -0.68 0.04
```

The gap between HOMO and LUMO is 0.3813 Eh. The HOMO energy is -10.1 eV. Its spin multiplicity is 1. For the energy above the lowest of the compared OMol25 structures with the same formula, charge and spin, the calculation gives 27.45 kcal/mol. As for the SMILES: C[C@H](O)CN(O)S(=O)(=O)F.BrCCBr.BrCCBr. The total energy is -310918.25430 eV.

---

Record 3
Molecular formula: C6H13NO2
Method: DFT, ωB97M-V/def2-TZVPD

XYZ file:
```
22
Properties=species:S:1:pos:R:3:lowdin_charge:R:1
C 0.93 0.02 0.26 -0.28
C 0.62 -1.09 -0.87 -0.46
C -0.31 0.40 1.06 -0.33
C 0.04 1.11 2.41 -0.06
C -1.36 1.26 0.24 -0.21
C -2.44 0.42 -0.51 -0.11
H 2.75 0.65 -0.20 0.08
H 1.79 0.63 -1.44 0.05
H 1.57 -0.34 1.04 0.12
H -0.84 -0.53 1.31 0.12
H 0.82 0.60 2.98 0.07
H 0.35 2.12 2.23 0.07
H -0.88 1.10 3.05 0.09
H -0.78 1.89 -0.40 0.09
H -1.93 2.05 0.87 0.13
H -2.78 -0.53 0.06 0.10
H -1.97 0.14 -1.48 0.06
H -3.40 0.98 -0.84 0.09
H 0.24 -2.32 0.51 0.11
N 1.80 0.91 -0.48 0.06
O 0.82 -0.94 -2.05 0.10
O 0.13 -2.25 -0.44 0.13
```

The gap between HOMO and LUMO is 0.3701 Eh. The HOMO energy is -9.6 eV. Its spin multiplicity is 1. For the energy above the lowest of the compared OMol25 structures with the same formula, charge and spin, the calculation gives 33.55 kcal/mol. As for the SMILES: CC[C@H](C)[C@H](N)C(=O)O. The total energy is -12017.27015 eV.

---

Record 4
Molecular formula: C9H12N2O2
Method: DFT, ωB97M-V/def2-TZVPD

XYZ file:
```
25
Properties=species:S:1:pos:R:3:lowdin_charge:R:1
C -4.34 -0.85 0.60 -0.15
C -3.21 -0.14 0.86 -0.07
C -3.22 -0.84 -1.20 -0.17
C -0.24 2.67 0.31 0.04
C -1.29 1.95 -0.04 -0.12
C -0.01 -0.25 0.32 -0.43
C 2.48 -2.10 -0.42 -0.06
C 2.29 -0.72 0.18 -0.20
C -1.26 0.53 -0.52 -0.15
N -4.34 -1.28 -0.69 0.05
N -2.49 -0.14 -0.30 -0.07
O -0.18 -0.81 1.35 0.14
O 1.11 -0.09 -0.35 -0.01
H -5.17 -1.07 1.25 0.09
H -2.85 0.35 1.75 0.12
H -2.90 -1.00 -2.21 0.12
H -0.34 3.69 0.65 0.06
H 0.77 2.28 0.28 0.06
H -2.28 2.38 0.00 0.11
H 1.64 -2.74 -0.16 0.08
H 2.55 -2.03 -1.51 0.08
H 3.39 -2.54 -0.03 0.08
H 3.12 -0.05 -0.09 0.13
H 2.20 -0.78 1.27 0.12
H -0.98 0.46 -1.58 0.15
```

The gap between HOMO and LUMO is 0.3465 Eh. The HOMO energy is -8.7 eV. Its spin multiplicity is 1. For the energy above the lowest of the compared OMol25 structures with the same formula, charge and spin, the calculation gives 8.62 kcal/mol. As for the SMILES: C=C[C@@H](C(=O)OCC)n1ccnc1. The total energy is -16601.94188 eV.

---

Record 5
Molecular formula: C10H24N4OP2SSn
Method: DFT, ωB97M-V/def2-TZVPD

XYZ file:
```
43
Properties=species:S:1:pos:R:3:lowdin_spin:R:1
Sn 0.36 0.03 0.33 0.20
P 0.89 2.44 0.72 0.16
P 1.98 -1.73 0.93 0.11
N -1.60 0.88 -0.49 0.07
N -0.91 -1.66 -0.36 0.05
H -3.53 0.27 -1.29 0.00
H -2.98 -2.19 -0.86 0.00
H -3.29 -0.20 0.34 0.00
C -2.74 -0.05 -0.60 0.01
H -2.11 -1.39 -2.11 0.00
C -2.20 -1.42 -1.01 0.01
H -2.43 2.62 -1.22 0.00
H -0.84 -3.73 -0.59 0.00
C -1.57 2.13 -0.75 0.03
C -0.30 -2.84 -0.23 0.01
H -0.77 4.01 -0.05 0.00
C -0.41 3.06 -0.47 0.01
H 0.05 3.34 -1.44 0.00
H 3.05 -1.29 0.08 0.01
H 2.31 -1.68 2.32 0.01
H 2.19 2.65 0.17 0.01
H 0.75 3.03 2.03 0.02
O 1.31 0.52 -1.46 0.02
C 0.76 0.10 -2.72 0.00
C 1.03 1.27 -3.63 0.00
C 1.42 -1.21 -3.07 0.00
H -0.34 -0.03 -2.63 0.00
H 0.41 2.12 -3.31 0.00
H 2.07 1.58 -3.49 0.00
H 0.84 1.09 -4.69 0.00
H 1.19 -1.97 -2.31 0.00
H 1.14 -1.62 -4.04 0.00
H 2.50 -1.05 -3.03 0.00
C 0.98 -3.05 0.32 0.01
H 1.29 -4.09 0.39 0.00
N 0.11 -1.15 5.02 0.04
C -0.03 0.01 4.35 0.08
N 0.10 1.16 5.04 0.04
S -0.75 0.05 2.77 0.08
H 0.06 -1.24 6.03 0.00
H 0.01 -2.01 4.46 0.00
H -0.02 2.02 4.49 0.00
H 0.04 1.24 6.05 0.00
```

The gap between HOMO and LUMO (spin up / spin down) is 0.1788 / 0.2922 Eh. The HOMO energy (spin up / spin down) is -7.5 / -10.6 eV. Its spin multiplicity is 2. For the energy above the lowest of the compared OMol25 structures with the same formula, charge and spin, the calculation gives 14.89 kcal/mol. The total energy is -54002.10757 eV. As for the expectation value of S²: 0.76. As for the total charge: +1.

---

Record 6
Molecular formula: C5H9N3O
Method: DFT, ωB97M-V/def2-TZVPD

XYZ file:
```
18
Properties=species:S:1:pos:R:3:lowdin_charge:R:1
C -1.21 0.43 0.85 -0.26
C 0.60 0.42 -1.05 -0.53
C -0.73 -0.06 -0.50 -0.34
N 1.39 1.13 -0.21 0.18
N -1.53 1.85 0.85 0.01
C 1.84 -2.18 0.19 0.01
C 0.81 -2.42 0.75 0.01
N -1.48 -0.80 -1.19 0.19
O 0.90 0.20 -2.20 0.06
H 1.22 1.18 0.78 0.09
H 2.31 1.39 -0.55 0.12
H -1.08 -1.03 -2.10 0.07
H -2.33 2.02 0.25 0.08
H -0.76 2.40 0.50 0.05
H -0.46 0.23 1.62 0.10
H -2.12 -0.13 1.10 0.12
H 2.73 -1.96 -0.31 0.03
H -0.09 -2.66 1.23 0.03
```

The gap between HOMO and LUMO is 0.3705 Eh. The HOMO energy is -9.5 eV. Its spin multiplicity is 1. For the energy above the lowest of the compared OMol25 structures with the same formula, charge and spin, the calculation gives 65.06 kcal/mol. As for the SMILES: [H]/N=C(/CN)C(N)=O.C#C. The total energy is -11846.58671 eV.

---

Record 7
Molecular formula: C9H13NO2
Method: DFT, ωB97M-V/def2-TZVPD

XYZ file:
```
25
Properties=species:S:1:pos:R:3:lowdin_charge:R:1
C 3.19 -1.50 -2.33 -0.06
C 0.31 -0.29 -0.14 -0.02
C 1.49 -0.29 -0.90 -0.05
C -0.36 -1.47 0.11 -0.32
C 1.93 -1.45 -1.49 -0.29
C 0.12 -2.68 -0.39 -0.01
C 1.24 -2.64 -1.21 -0.05
O -1.53 -1.52 0.83 0.05
H -0.24 0.57 0.19 0.07
H 2.08 0.61 -0.92 0.11
H -1.86 -0.62 0.98 0.10
H -0.36 -3.62 -0.18 0.11
H 3.76 -0.59 -2.18 0.07
H 2.93 -1.62 -3.39 0.08
H 1.60 -3.57 -1.65 0.12
H 3.78 -2.38 -2.08 0.07
C -1.78 2.72 -0.09 -0.02
C -1.59 2.56 1.40 -0.61
O -2.50 2.18 2.12 0.04
N -0.39 2.95 1.90 0.16
H -0.26 3.16 2.87 0.11
H 0.33 3.23 1.25 0.10
H -1.06 3.46 -0.47 0.08
H -2.75 3.14 -0.37 0.09
H -1.56 1.84 -0.69 0.07
```

The gap between HOMO and LUMO is 0.3308 Eh. The HOMO energy is -8.4 eV. Its spin multiplicity is 1. For the energy above the lowest of the compared OMol25 structures with the same formula, charge and spin, the calculation gives 8.92 kcal/mol. As for the SMILES: Cc1ccc(O)cc1.CC(N)=O. The total energy is -15129.24512 eV.

---

Record 8
Molecular formula: C52H85N9O19
Method: DFT, ωB97M-V/def2-TZVPD

XYZ file:
```
165
Properties=species:S:1:pos:R:3:lowdin_charge:R:1
N -0.36 -1.43 3.03 0.10
H -0.38 -2.06 2.25 0.00
H 0.49 -1.53 3.53 -0.02
H -1.20 -1.52 3.60 0.04
H -0.37 -0.37 1.33 -0.02
C 0.59 -0.58 -1.20 -0.04
C -0.74 -0.25 -0.49 -0.31
O -0.61 0.32 0.77 -0.09
H 0.34 -0.91 -2.21 0.05
H 1.07 -1.39 -0.63 0.08
H 1.28 0.25 -1.28 0.06
H -1.31 -1.17 -0.46 0.10
H -1.35 0.47 -1.05 0.07
C -1.06 0.49 -4.12 0.03
O -2.47 0.79 -4.48 0.04
C -3.39 0.40 -3.63 -0.62
O -3.12 -0.10 -2.56 0.03
O -4.60 0.72 -4.05 0.03
C -5.59 0.52 -2.99 0.00
H -0.52 0.89 -4.97 0.10
H -0.93 -0.56 -4.03 0.07
H -0.81 1.05 -3.22 0.06
H -6.49 0.77 -3.56 0.10
H -5.42 1.29 -2.24 0.07
H -5.55 -0.48 -2.54 0.10
C 3.14 -0.76 5.64 -0.02
O 2.35 -0.36 6.76 -0.02
C 1.06 -0.80 6.73 -0.64
O 0.51 -1.40 5.90 0.16
O 0.43 -0.40 7.80 0.01
C 0.82 0.53 8.80 -0.03
H 3.43 0.06 4.99 0.09
H 2.59 -1.54 5.13 0.07
H 4.01 -1.28 6.04 0.10
H 1.81 0.96 8.63 0.09
H 0.73 0.08 9.80 0.10
H 0.06 1.33 8.73 0.10
C -4.38 -0.60 0.63 -0.01
O -5.32 -1.51 1.32 -0.01
C -4.76 -2.28 2.29 -0.56
O -3.57 -2.37 2.56 0.08
O -5.60 -3.12 2.94 -0.01
C -7.02 -3.15 2.77 -0.04
H -3.95 0.13 1.33 0.09
H -5.10 -0.08 0.00 0.09
H -3.57 -1.10 0.08 0.06
H -7.38 -4.05 3.30 0.10
H -7.33 -3.20 1.72 0.10
H -7.47 -2.28 3.21 0.08
C 4.14 -5.94 -0.75 -0.02
O 3.29 -4.89 -1.26 -0.02
C 2.14 -5.18 -1.86 -0.59
O 1.67 -6.31 -2.03 0.09
O 1.44 -4.06 -2.16 -0.05
C 0.15 -4.28 -2.82 0.00
H 4.15 -5.99 0.35 0.10
H 5.12 -5.68 -1.10 0.09
H 3.86 -6.92 -1.14 0.09
H -0.59 -4.67 -2.10 0.09
H 0.32 -5.04 -3.58 0.09
H -0.24 -3.37 -3.33 0.09
C 2.96 2.20 -5.64 -0.02
O 4.29 1.89 -5.19 0.02
C 4.35 1.73 -3.86 -0.63
O 3.50 2.20 -3.11 0.06
O 5.37 1.02 -3.55 0.04
C 5.71 1.04 -2.09 0.05
H 3.08 2.11 -6.71 0.10
H 2.53 3.16 -5.46 0.07
H 2.37 1.32 -5.39 0.09
H 6.81 1.20 -2.13 0.10
H 5.46 0.09 -1.64 0.09
H 5.25 1.91 -1.60 0.08
C 1.12 -1.05 -7.98 -0.01
O 0.84 -1.23 -6.55 0.00
C 1.94 -1.33 -5.81 -0.64
O 3.08 -1.17 -6.22 0.09
O 1.66 -1.46 -4.52 -0.01
C 2.93 -1.67 -3.76 0.03
H 2.10 -0.64 -8.18 0.08
H 0.37 -0.30 -8.29 0.10
H 0.98 -2.00 -8.54 0.11
H 3.47 -2.55 -4.10 0.11
H 2.74 -1.67 -2.70 0.07
H 3.49 -0.76 -3.98 0.07
N -3.36 -2.91 -2.05 0.03
C -3.67 -3.88 -2.96 -0.15
C -3.75 -5.08 -2.32 -0.12
C -3.42 -4.83 -0.97 -0.11
C -3.14 -3.47 -0.81 -0.13
H -3.17 -1.95 -2.33 0.10
H -3.80 -3.70 -4.00 0.10
H -4.19 -5.96 -2.75 0.09
H -3.36 -5.62 -0.21 0.10
H -2.85 -2.99 0.11 0.07
N -0.44 -4.59 3.28 0.04
C 0.84 -4.38 3.59 -0.17
C 1.63 -4.24 2.47 -0.09
C 0.71 -4.37 1.41 -0.11
C -0.55 -4.53 1.92 -0.14
H -1.19 -4.77 3.92 0.16
H 1.07 -4.29 4.63 0.11
H 2.69 -4.03 2.44 0.08
H 0.87 -4.34 0.36 0.08
H -1.44 -4.69 1.36 0.09
N -0.28 5.82 0.06 0.01
C -0.96 6.85 0.51 -0.18
C -0.17 7.55 1.36 -0.12
C 1.04 6.83 1.45 -0.12
C 0.98 5.76 0.56 -0.11
H -0.65 5.20 -0.65 0.11
H -2.01 6.94 0.31 0.11
H -0.45 8.39 2.00 0.09
H 1.88 7.08 2.10 0.09
H 1.67 4.96 0.31 0.09
N -2.73 2.67 0.84 0.05
C -3.51 2.25 -0.20 -0.19
C -4.47 3.18 -0.37 -0.13
C -4.34 4.17 0.65 -0.08
C -3.27 3.78 1.41 -0.13
H -2.02 2.14 1.27 0.08
H -3.31 1.38 -0.78 0.07
H -5.22 3.17 -1.15 0.09
H -5.00 5.01 0.81 0.09
H -2.82 4.16 2.32 0.11
N 4.59 -0.15 2.16 0.02
C 3.82 -1.17 1.72 -0.17
C 4.57 -2.12 1.12 -0.11
C 5.91 -1.60 1.09 -0.11
C 5.89 -0.39 1.75 -0.14
H 4.25 0.73 2.58 0.13
H 2.78 -1.20 2.04 0.10
H 4.26 -3.12 0.81 0.08
H 6.76 -2.13 0.66 0.09
H 6.57 0.48 1.76 0.11
N 1.86 2.27 1.27 0.04
C 2.88 2.47 0.36 -0.17
C 3.89 3.21 0.92 -0.12
C 3.55 3.40 2.30 -0.09
C 2.29 2.77 2.45 -0.15
H 1.04 1.65 1.19 0.13
H 2.82 2.32 -0.69 0.07
H 4.85 3.43 0.44 0.10
H 4.09 3.95 3.05 0.08
H 1.67 2.74 3.33 0.09
N -1.73 1.76 3.79 0.01
C -1.55 2.96 4.45 -0.15
C -2.63 3.14 5.31 -0.10
C -3.43 1.94 5.23 -0.10
C -2.85 1.11 4.30 -0.12
H -1.10 1.30 3.18 0.09
H -0.71 3.59 4.25 0.09
H -2.80 4.00 5.92 0.08
H -4.30 1.72 5.82 0.09
H -3.07 0.15 3.88 0.09
N 0.77 3.39 -2.80 0.05
C -0.31 3.04 -2.06 -0.18
C -1.39 3.75 -2.51 -0.12
C -0.98 4.54 -3.62 -0.07
C 0.39 4.30 -3.75 -0.12
H 1.73 3.05 -2.75 0.10
H -0.22 2.34 -1.26 0.09
H -2.39 3.62 -2.12 0.09
H -1.56 5.31 -4.10 0.09
H 1.10 4.60 -4.49 0.09
```

The gap between HOMO and LUMO is 0.2976 Eh. The HOMO energy is -7.6 eV. Its spin multiplicity is 1. The total energy is -107613.46623 eV.